[1]
Density functional theory data (ωB97M-V/def2-TZVPD) for a molecular structure, C16H31NP2SW.

E_LUMO (spin up / spin down) = -0.2981 / -0.2860 Ha
electronic energy = -49797.7237 eV
energy above the lowest of the compared OMol25 structures with the same formula, charge and spin = 413.43 kJ/mol
HOMO-LUMO gap (spin up / spin down) = 5.7 / 6.0 eV
2S+1 = 3
HOMO (spin up / spin down) = -13.8 / -13.8 eV
net charge = +2

```
52
Properties=species:S:1:pos:R:3:mulliken_charge:R:1
H -6.5890 -2.3620 -0.4849 0.4338
C -4.0653 0.2824 -0.7217 0.8085
H -7.6212 0.0814 -2.2304 0.5165
H -5.0359 3.2051 1.4329 0.3638
C -6.7676 0.4022 -1.5870 -0.9823
H -6.5347 -1.4678 -4.0442 0.5033
P -5.4243 -0.7994 -1.9622 0.9171
P -4.5084 2.2560 -0.8382 0.5632
H -1.9648 1.0754 -1.6915 -0.1113
C -6.2003 1.8152 -1.8266 -1.2196
C -5.6407 2.6725 0.6695 -1.2652
C -1.3133 -1.7359 -0.8406 -0.5539
H -1.7823 2.0019 1.9240 0.3437
H -0.9859 0.6978 1.0747 0.2408
H -4.3936 -2.1186 0.0454 -0.4001
C -1.4407 -2.1894 0.3621 -0.5695
H -3.2896 0.3788 -2.7539 0.5721
H -3.5547 4.5857 -1.4159 0.5056
H -5.3944 -3.2083 -1.5008 0.4709
N -0.0043 2.2027 -1.5613 -0.9308
H -2.1880 -1.9269 2.2540 0.4248
H -2.8605 -3.3116 1.6179 0.4971
H -6.9989 2.5642 -1.6548 0.6664
C -1.1749 1.7667 1.0317 -1.1579
C -2.3727 -1.2822 -1.8226 -0.4606
H -2.9197 3.3295 0.4109 0.3213
H -5.4865 -0.0598 -4.3547 0.3830
H -0.1857 2.2816 1.2006 0.4534
S 2.4547 1.9553 -2.8964 -0.1654
H -2.0280 -1.5479 -2.8461 0.5634
C -4.4049 3.9500 -1.7255 -1.2298
H -3.2754 -1.9247 -1.6649 0.0766
H -3.8467 0.6013 1.3916 0.5285
H -4.7841 -1.6828 -4.1837 0.4018
H -6.9325 -2.6954 -2.1885 0.4815
H -4.5659 -1.7219 1.7830 0.5175
C -3.9275 -1.5866 0.9011 -0.5821
H -5.3222 4.4862 -1.4842 0.3901
H -0.5539 -2.7435 0.7749 0.3131
C -4.0263 -0.1755 0.6205 -1.2219
C -2.8432 0.2278 -1.7288 0.0550
H -7.0346 0.1908 -0.5360 0.3811
H -6.4917 3.3332 0.3806 0.4473
C -2.5998 -2.2771 1.3008 -0.9911
W -1.6960 2.7004 -0.6653 1.2368
H -4.3534 3.7188 -2.7835 0.4691
C 1.0852 2.0178 -2.1155 0.7007
H -6.0920 1.7693 1.1429 0.4088
C -6.1409 -2.4110 -1.4805 -1.5026
C -5.5608 -1.0058 -3.8010 -1.3413
H -0.2560 -1.5822 -1.1674 0.3588
H -5.9293 1.9106 -2.8905 0.3701
```

***

[2]
Density functional theory data (ωB97M-V/def2-TZVPD) for a molecular structure, C16H31NP2SZr.

E_LUMO (spin up / spin down) = -0.3064 / -0.3078 Ha
electronic energy = -49251.3308 eV
energy above the lowest of the compared OMol25 structures with the same formula, charge and spin = 616.89 kJ/mol
HOMO-LUMO gap (spin up / spin down) = 3.7 / 3.5 eV
HOMO (spin up / spin down) = -12.0 / -11.9 eV
net charge = +2

```
52
Properties=species:S:1:pos:R:3:mulliken_charge:R:1
H 0.8247 -1.6377 1.7804 1.1467
C 2.1107 1.6478 -0.8579 -1.0303
C -2.4218 0.2617 -1.6742 -0.9667
H -3.0347 0.7547 -2.4418 0.5524
H 0.0112 -1.5896 -2.2809 0.6804
C -0.5418 -1.2188 -1.4084 0.4010
H 2.9779 2.0137 2.6809 0.4571
C -3.5473 -3.6508 0.2675 0.6026
N -4.3424 -3.4652 -0.5932 -0.3962
C -2.3467 0.9283 -0.3377 0.3290
H 0.8578 -0.4615 -3.7915 0.4753
H -3.6484 -0.0662 2.9502 0.5307
H -0.2352 -0.1765 -1.1050 -1.3935
H -0.5021 -2.8000 0.2207 0.2062
C -3.5788 -1.0426 2.4251 -1.6334
C 1.6116 0.0519 -3.1762 -1.4488
S -2.4000 -3.9913 1.4944 -0.2889
H 2.0745 0.8840 -3.7393 0.5723
H -1.0690 2.1265 0.9845 0.7276
C 0.0734 -1.9248 -0.1654 -0.5464
P 0.8174 0.9415 -1.8425 1.3824
H -0.1189 3.1853 -1.9746 0.3677
C 3.2664 -0.7615 2.3479 -1.2930
H -2.8889 0.2404 0.3251 -0.5892
H -0.2145 0.7125 2.2841 0.5528
C -0.0045 2.3176 -2.6470 -1.3794
H -4.2105 -0.9700 1.4995 0.3597
H -0.2039 1.4157 -0.2491 -1.0340
C 0.4872 -0.8989 1.0084 0.1950
H -4.0907 -1.8009 3.0829 0.5984
H 1.4603 1.6194 3.4469 0.4973
P 1.9549 0.1255 1.5341 0.3616
H 1.4898 2.5568 1.9260 0.4250
H -2.8836 1.8544 -0.2812 0.5503
H 2.9796 -0.3639 -0.5803 0.4862
H -0.9682 2.0252 -3.0716 0.3716
H 2.7819 2.0451 -1.6443 0.5435
Zr -1.6446 -1.9269 2.7567 1.3316
C 1.9520 1.7077 2.4633 -1.5054
H 3.8221 0.9502 0.2775 0.6457
C 2.8306 0.5993 -0.0460 -1.0068
H 4.0279 -0.0347 2.6563 0.4769
H 1.0214 -2.4081 -0.4962 0.4203
H 0.7254 2.5358 -3.4591 0.5123
C -1.9005 -0.8986 -1.9679 -0.7752
H 2.8772 -1.2742 3.2273 0.4583
H 2.3669 -0.6399 -2.7820 0.3795
H 1.7223 2.4693 -0.2252 0.4272
C -0.5398 0.1079 1.4079 -1.4224
C -1.0386 1.1557 0.4537 -0.3026
H -2.4605 -1.7717 -2.2942 0.5437
H 3.7113 -1.4597 1.6310 0.4441
```

***

[3]
Density functional theory data (ωB97M-V/def2-TZVPD) for a molecular structure, C16H31NP2Sr.

E_LUMO (spin up / spin down) = -0.0544 / -0.0544 Ha
electronic energy = -37989.6003 eV
energy above the lowest of the compared OMol25 structures with the same formula, charge and spin = 340.70 kJ/mol
HOMO-LUMO gap (spin up / spin down) = 3.8 / 3.8 eV
HOMO (spin up / spin down) = -5.3 / -5.3 eV
net charge = 0

```
51
Properties=species:S:1:pos:R:3:mulliken_charge:R:1
C 0.0675 -0.3465 -6.5639 -1.1730
H -0.9841 -3.9642 -5.3511 0.4290
H 0.2258 -0.7617 -7.5690 0.5910
H -3.7921 -0.9644 -3.1266 0.4784
H 2.0938 0.5251 -6.4571 0.3097
H -0.9941 -0.0211 -6.5439 0.5868
H 2.1238 4.0382 -4.7333 0.3635
H 1.3564 -2.5698 -0.6495 0.2042
H 1.0250 -1.1614 0.3616 0.2512
H -0.4746 -3.6348 -7.0198 0.4390
C 1.9624 3.3426 -5.5733 -1.1440
P 0.7956 2.0573 -5.0211 0.8613
C -0.4359 0.6172 -2.0001 -0.0192
H -1.1068 3.6313 -5.2565 0.3689
H -1.8646 -2.7627 -6.3015 0.3973
N 1.9055 1.9630 1.0774 -0.5559
C -2.5373 0.4627 -4.1088 0.7933
H 0.5047 0.2366 -3.9426 -0.8675
H -3.1011 2.4409 -3.3879 0.3445
C 2.0105 -2.3510 -5.6365 -1.2933
C -2.7132 -0.7067 -3.0670 -1.1434
H -1.4726 2.0495 -6.0152 0.4312
H -1.7292 0.2832 -4.8581 -1.2660
H 2.6599 -1.4636 -5.5909 0.3127
H 2.9069 2.8699 -5.8728 0.3986
H 0.0463 -2.5617 -3.1527 0.9320
C -2.3083 1.6825 -3.3221 -0.6055
C 2.3955 1.1496 0.3499 -0.2568
H 1.0707 -0.8634 -2.6289 -1.1681
C -0.6933 2.8025 -5.8463 -1.7328
H 2.3310 -3.0482 -4.8513 0.3651
H 2.5159 -2.0463 0.5814 0.3183
C -1.2217 1.8241 -2.5648 -0.6283
H 0.8465 1.5172 -7.2826 0.5505
H 0.3546 1.1118 -1.3652 -0.2220
C -1.8668 -1.8558 -3.3530 -0.9787
H -3.4971 0.5626 -4.6519 0.5209
C 1.8312 -1.6687 -0.2079 -1.1552
C -0.8605 -3.1709 -6.1036 -1.5460
H -1.0306 0.0681 -1.2390 0.3845
H 1.4854 3.8635 -6.4200 0.3729
H 2.1741 -2.8505 -6.6158 0.3741
P 0.2642 -1.8887 -5.4625 1.2443
H -2.5792 -0.3135 -2.0408 0.3345
Sr 3.1836 -0.0347 -1.9631 1.3184
C -0.4832 -1.7069 -3.6332 -0.4343
H -2.2648 -2.8669 -3.1802 0.3396
C 1.0212 0.8255 -6.4313 -1.0840
C 0.1734 -0.3607 -3.0516 1.5596
H -0.3685 3.1997 -6.8157 0.6611
H -0.9517 2.8201 -2.1752 0.4375
```

***

[4]
Density functional theory data (ωB97M-V/def2-TZVPD) for a molecular structure, C16H32AlFO16P.

E_LUMO = -0.0329 Ha
electronic energy = -68472.5611 eV
energy above the lowest of the compared OMol25 structures with the same formula, charge and spin = 0.00 kJ/mol
HOMO-LUMO gap = 4.4 eV
HOMO = -5.2 eV
net charge = -1

```
67
Properties=species:S:1:pos:R:3:mulliken_charge:R:1
F 25.9046 20.6697 -6.2574 -0.8182
H 26.0183 23.2914 -7.9796 0.2449
O 25.4507 21.0923 -9.5651 -0.3198
C 21.8809 20.1263 -9.9629 0.0580
H 29.5904 26.0564 -8.3673 0.3345
H 32.1680 17.3077 -6.2901 0.2236
H 33.5846 19.3481 -6.2541 0.3283
C 29.0654 23.9361 -7.9745 1.8531
H 24.9454 16.2610 -11.5661 0.2586
O 28.5472 21.3706 -8.8851 -0.4276
H 28.9211 23.3331 -7.0780 -0.5584
Al 26.9016 18.9615 -8.3405 1.2111
H 24.4086 15.9191 -9.8477 0.3270
O 29.8922 23.2005 -8.8802 -0.4361
C 24.1343 15.9633 -10.9017 -0.5763
O 29.2207 17.5525 -9.2373 -0.3173
C 25.4142 23.7788 -8.7448 -0.0877
H 28.0540 20.8946 -4.1566 0.3411
H 30.7472 25.0995 -7.3347 0.4145
O 29.1108 19.5394 -6.4465 -0.2837
C 25.9084 20.6333 -12.3416 -0.1896
C 29.7094 25.2718 -7.6201 -1.4638
O 23.1131 16.9498 -10.8720 -0.3782
O 30.0557 20.5097 -4.5962 -0.3394
C 21.8252 20.3647 -8.4627 -1.0129
C 32.8510 19.2287 -7.0514 -1.0483
O 30.5034 21.5449 -10.1233 -0.4144
C 31.7180 18.2290 -6.6600 0.1443
H 30.4501 19.5881 -10.1250 0.0937
C 29.9779 19.5985 -5.5854 0.5341
H 29.2099 22.0604 -3.4003 0.2622
O 25.8039 23.3226 -10.0084 -0.2822
O 25.9166 21.8932 -11.6853 -0.4033
H 31.0312 17.9975 -7.4742 0.0944
H 21.0510 19.8389 -7.9039 0.3147
O 22.1061 18.8058 -10.3936 -0.3946
C 25.7084 25.2440 -8.8090 -1.3010
C 29.0016 21.4233 -4.2599 -0.2888
H 25.3259 25.8371 -7.9783 0.3705
C 30.2222 20.3571 -10.8631 0.0969
P 28.4938 17.1786 -10.5453 0.4064
H 25.3650 19.8332 -11.8390 -0.0300
H 22.7654 20.2511 -7.9231 0.2397
H 25.4897 20.6847 -13.3467 0.3220
H 29.2096 20.4187 -11.2618 -0.1864
H 24.3382 23.7020 -8.5888 0.3555
O 27.8600 18.5410 -11.1045 -0.2700
H 26.7708 25.4759 -8.8833 0.2113
H 33.3201 18.9624 -7.9985 0.3725
H 28.0644 24.0322 -8.3951 -0.7051
H 32.3956 20.2056 -7.2136 0.2121
H 29.3257 25.6190 -6.6607 0.4002
H 26.9478 20.3096 -12.2868 0.1086
O 31.1010 18.7974 -5.5139 -0.3465
O 29.2602 16.1926 -11.4636 -0.7422
O 27.1479 16.5291 -9.9052 -0.4095
C 25.6599 22.0214 -10.3538 0.5361
H 30.8731 20.2665 -11.7328 0.2404
C 23.2807 18.1115 -10.2250 0.5230
C 29.5602 21.9459 -9.2071 0.6158
H 23.6990 15.0469 -11.3003 0.2017
H 21.0165 20.6017 -10.4266 0.3316
H 21.5344 21.4114 -8.3735 0.3641
H 28.7942 22.1279 -5.0652 -0.0952
O 24.2351 18.6317 -9.6318 -0.1637
H 25.3360 25.7045 -9.7240 0.3548
H 22.6818 20.6532 -10.4815 -0.0108
```

***

[5]
Density functional theory data (ωB97M-V/def2-TZVPD) for a molecular structure, C16H32Br14O2Sr2.

E_LUMO = -0.3258 Ha
electronic energy = -1003457.4681 eV
HOMO-LUMO gap = 4.1 eV
HOMO = -13.0 eV
net charge = +2

```
66
Properties=species:S:1:pos:R:3:mulliken_charge:R:1
H -1.0897 1.8183 2.1424 -0.0810
H 0.7233 3.8763 -5.6765 0.4223
H 3.0062 3.4475 0.9299 0.4087
C -3.0312 2.6931 2.9386 -0.4642
Br 2.1658 -5.5547 -3.1327 -0.2475
H -0.9544 1.7072 -4.1907 0.2571
H -4.0040 2.3612 3.3016 0.4223
Br 3.7057 1.8539 -0.8944 -0.1628
H 0.2235 0.5694 -1.0620 -0.2647
Br 0.2252 5.1590 -0.1524 -0.1148
C -0.1952 3.3972 -5.3373 -0.5172
C 1.1915 3.4025 -0.3876 0.4862
H 0.6539 -6.2370 -1.1535 0.4463
H 3.1141 -0.5405 2.7806 0.4559
H 1.0139 -4.4871 -1.1627 -0.0484
H 3.4112 -5.0392 -0.1917 0.4245
H -2.5108 3.2173 3.7401 0.4033
Br -3.2910 4.1155 1.5176 -0.1779
H 1.8628 -0.7084 -2.0461 0.2846
Br 1.2794 0.7971 -5.0153 -0.2219
C 2.7231 3.4376 -0.1227 -0.7035
C -2.1127 1.5712 2.4260 0.3217
Br -1.7117 0.3680 3.9584 -0.1508
H -2.1226 -4.2517 3.7581 0.4090
H -4.7570 2.3475 -0.8588 0.4027
H -2.5096 0.8373 1.7246 -0.1998
H -2.2617 2.1132 -0.2711 -0.3981
Sr -2.1842 -2.0864 -1.2391 1.0957
H 3.4069 2.1115 2.8461 0.5001
Br 1.9066 -6.0103 1.5408 -0.1113
C -1.0684 -4.1056 3.5225 -0.6120
H 1.6949 -2.0154 -0.9940 0.2500
H -4.4753 1.3227 -2.2657 0.4309
C 0.0067 2.1834 -4.3848 0.3423
O -0.6874 -0.6147 0.3760 -0.5234
H -0.4859 -5.0253 3.5752 0.3153
C 2.4547 1.6153 3.0338 0.3195
Sr -0.2349 -3.2690 -4.4085 1.5708
Br -2.3328 3.6465 -2.2443 -0.1088
H 1.5420 -0.1647 3.5934 0.1680
H 1.9873 1.6429 2.0494 -0.6510
Br -4.3412 -0.0171 -0.1295 -0.2812
O 0.2593 -1.9245 -2.3399 -0.4994
H -0.8840 4.1481 -4.9501 0.2695
Br 1.3072 2.5062 4.3480 -0.0762
C 1.4337 -5.4861 -1.2801 0.0255
C 0.4658 -0.2701 -0.4102 0.9613
H -1.2726 -2.4715 2.0947 0.1873
Br -1.1449 2.8986 -7.0369 -0.1447
H -1.9917 1.1184 -1.6867 0.0122
C -2.6453 1.8819 -1.2648 0.3940
H 0.3126 2.3766 -3.3566 -0.3824
C 2.6093 -5.7694 -0.3008 -0.7691
Br -1.6831 -4.4360 0.6891 -0.3292
Br 3.3399 -0.1490 5.2940 -0.1442
C -0.7459 -3.4219 2.1803 -0.1635
H 1.0486 3.2033 -1.4497 -0.0786
H 0.6392 2.6679 0.1984 -0.3366
H 0.3201 -3.3249 1.9747 0.3673
H 1.2481 0.0927 0.2564 -0.3428
C 1.0995 -1.2428 -1.4804 -0.8984
C -4.1299 1.5499 -1.2572 -0.4113
Br -0.3068 -3.0665 5.0315 -0.1054
H 3.1062 4.2619 -0.7242 0.4757
H 3.0870 -6.7387 -0.4440 0.4345
C 2.5906 0.1106 3.4806 -0.5428
```

***

> The lowest net charge belongs to which entry?

C16H32AlFO16P

***

> Which formula does entry 3 have?

C16H31NP2Sr